13
Properties=species:S:1:pos:R:3 method="wB97M-V/def2-TZVPD" e_lumo_ev="0.288 / 0.167" e_tot_ha=-249.26946 e_above_lowest_kcal_mol=127.88 charge=0
C 1.1992 -0.2721 0.4977
C 0.6785 0.9856 -0.1621
C 0.3485 -0.8460 -0.5471
C -1.0938 -0.3647 -0.3979
N -1.6922 -0.7026 0.8296
C -0.7135 1.0516 -0.2842
H 2.2655 -0.4433 0.3477
H 0.9303 -0.3885 1.5509
H 1.3627 1.7954 -0.4053
H 0.7390 -1.5137 -1.3127
H -1.7173 -0.6150 -1.2628
H -0.9796 -0.6234 1.5557
H -1.3273 1.9365 -0.4095